No. 1
106
Properties=species:S:1:pos:R:3:forces:R:3 method="wB97M-V/def2-TZVPD" energy_ev=-132794.47917 homo_ev="-6.706 / -6.728" relative_energy_kj_mol=251.54 gap_ev="5.83 / 5.82" multiplicity=2
Cr 0.28180 -0.15780 -0.04610 2.877 1.129 1.928
C -2.59030 -0.54400 3.90050 0.684 -0.390 -0.024
Si -1.23080 -1.50600 2.94330 -0.347 -0.250 0.675
C -0.06110 -2.64720 3.97010 -0.415 0.625 -0.166
C -2.32950 -2.85990 2.14250 0.387 0.566 -0.266
N -0.23250 -0.34670 2.07730 -0.701 -0.820 -1.769
C 0.49980 0.51560 2.83450 0.576 0.848 0.323
C 0.60800 0.46940 4.23850 -0.065 0.045 -0.315
C 1.52980 1.21880 4.93570 0.293 0.247 0.108
C 2.39620 2.06310 4.26400 -0.130 -0.107 0.234
C 2.22660 2.24370 2.90300 -0.062 -0.066 -0.323
C 1.25190 1.54320 2.20990 0.122 -0.070 1.233
O 0.92930 1.81050 0.89330 -0.239 -0.033 -0.154
C 1.68170 2.81750 0.30340 0.579 0.447 -0.312
C 1.55390 4.13590 0.72510 -0.148 -0.365 -0.050
C 2.38010 5.10540 0.18610 -0.073 -0.051 -0.009
C 3.31830 4.76960 -0.77640 0.053 0.095 -0.093
C 3.42070 3.46150 -1.21600 0.047 0.008 0.171
C 2.60310 2.48500 -0.67640 -0.219 -0.109 0.279
H -3.24920 -1.24410 4.40600 -0.157 -0.164 0.101
H -3.19500 0.03140 3.20140 -0.007 0.015 -0.226
H -2.21390 0.15000 4.64340 0.087 0.150 0.103
H -0.63150 -3.18530 4.71970 -0.178 -0.184 0.172
H 0.74200 -2.12990 4.48180 0.126 0.107 0.032
H 0.39600 -3.38810 3.31870 -0.031 -0.162 -0.205
H -2.55210 -3.57320 2.92930 0.045 -0.055 0.346
H -1.85910 -3.41840 1.34500 0.149 -0.154 -0.212
H -3.27670 -2.47380 1.79170 -0.226 0.059 -0.018
H -0.03640 -0.18490 4.79410 -0.081 -0.125 0.118
H 1.57450 1.13920 6.01120 0.039 -0.074 0.129
H 3.17230 2.60000 4.78590 0.042 0.097 0.067
H 2.86070 2.94630 2.38520 0.020 -0.021 0.002
H 0.82070 4.38880 1.47610 -0.067 -0.013 0.098
H 2.28790 6.12700 0.52150 -0.023 0.113 0.024
H 3.95650 5.53150 -1.19510 0.117 0.105 -0.030
H 4.14960 3.18950 -1.96490 0.023 -0.004 -0.114
H 2.64540 1.46020 -1.01260 0.090 0.014 0.044
Cl -0.86360 4.98440 -1.32540 -0.020 0.188 -0.197
C -1.86770 3.70880 -0.74390 0.292 -0.433 0.010
C -3.14580 4.00380 -0.28500 -0.355 -0.390 0.164
C -3.99010 2.98070 0.06910 0.182 0.385 -0.113
Cl -5.61260 3.34690 0.54070 -0.272 0.106 0.087
C -3.57200 1.63800 0.01880 0.228 -0.051 0.090
C -4.43490 0.54460 0.22330 0.414 -0.299 -0.154
C -3.93030 -0.71800 0.04960 -0.446 0.365 0.055
C -2.56600 -0.89120 -0.16680 0.597 0.092 -0.072
N -1.70030 0.10680 -0.27320 -1.695 -0.263 -0.180
C -2.21650 1.36700 -0.30800 -0.276 0.563 0.023
C -1.36250 2.40430 -0.79830 0.190 0.451 -0.121
O -0.21370 2.12560 -1.31570 -0.343 0.110 0.096
H -3.47940 5.02830 -0.24050 -0.048 0.080 -0.035
H -5.47110 0.71830 0.46690 -0.080 -0.029 -0.015
H -4.57140 -1.58250 0.11070 -0.006 -0.111 0.050
H -2.15920 -1.88590 -0.24990 0.020 -0.043 0.131
O 0.43450 -2.72470 0.75450 -0.075 -0.764 -0.438
N 0.22280 -2.02850 -0.43300 0.122 -2.397 -0.911
C 0.21220 -2.85670 -1.43550 0.096 0.236 1.897
C 0.09000 -2.59930 -2.83770 -0.124 0.638 -1.377
C 0.01840 -3.73650 -3.67120 -0.015 0.093 0.385
C -0.09930 -3.62490 -5.03690 -0.010 0.002 -0.065
C -0.15900 -2.36390 -5.61960 -0.027 -0.021 0.142
C -0.08270 -1.24380 -4.81780 -0.016 -0.114 -0.134
C 0.06290 -1.32690 -3.43450 0.153 -0.332 0.268
P 0.10150 0.26920 -2.45700 -0.141 -0.069 -0.662
C 1.37950 1.12920 -3.45050 0.235 -0.042 0.181
C 1.50340 2.51580 -3.52120 -0.112 0.002 -0.027
C 2.43080 3.09740 -4.36890 -0.005 0.032 -0.158
C 3.25510 2.31470 -5.15770 0.004 -0.024 0.002
C 3.19430 0.93610 -5.03810 0.118 -0.018 -0.064
C 2.28280 0.35370 -4.17790 0.050 -0.050 0.050
C -1.49330 0.77180 -3.23670 -0.148 -0.104 0.202
C -2.54520 -0.13890 -3.18870 0.104 0.068 0.012
C -3.76760 0.16480 -3.75180 -0.179 -0.026 -0.024
C -3.95100 1.37530 -4.40030 -0.017 0.037 0.028
C -2.90560 2.27980 -4.46870 -0.117 0.052 -0.088
C -1.68780 1.98470 -3.88310 0.202 -0.035 0.108
H 0.76660 -2.05860 1.38580 -0.068 0.410 -0.015
H 0.32220 -3.90870 -1.16920 0.037 0.152 0.129
H 0.05110 -4.71790 -3.21720 0.012 -0.070 0.044
H -0.15100 -4.51230 -5.65040 -0.007 -0.067 -0.016
H -0.27200 -2.25980 -6.68820 0.005 0.010 -0.094
H -0.13120 -0.26420 -5.27380 -0.018 0.023 -0.048
H 0.89020 3.14730 -2.90070 -0.081 0.014 0.093
H 2.50580 4.17420 -4.41400 -0.033 0.091 0.015
H 3.94370 2.77050 -5.85390 0.091 0.050 -0.012
H 3.84430 0.30530 -5.62760 0.090 -0.027 0.000
H 2.26270 -0.72270 -4.09210 0.085 0.020 -0.043
H -2.39720 -1.09840 -2.71040 -0.085 -0.031 -0.074
H -4.57890 -0.54520 -3.68960 -0.080 -0.081 -0.004
H -4.90380 1.61280 -4.84600 -0.125 0.026 -0.063
H -3.03810 3.22430 -4.97710 -0.004 0.062 -0.018
H -0.88650 2.70460 -3.93040 -0.001 0.072 0.010
C 4.40700 0.03030 0.93550 -0.427 -0.176 -0.155
C 3.36300 -0.96540 0.37980 1.174 -0.756 -0.097
C 3.43960 -2.23990 1.25050 -0.039 0.318 -0.316
C 3.70050 -1.31710 -1.08540 -0.153 0.123 0.413
O 2.10760 -0.41130 0.44780 -2.321 0.678 -0.827
H 5.41170 -0.36260 0.78770 0.098 -0.013 0.038
H 4.22840 0.18860 1.99830 0.019 0.004 0.073
H 4.32320 0.99350 0.43810 0.055 0.028 -0.054
H 4.46970 -2.57400 1.33400 0.158 -0.057 0.029
H 2.84940 -3.04560 0.82460 -0.081 -0.112 -0.043
H 3.07040 -2.01260 2.24890 -0.055 0.019 0.145
H 4.65150 -1.83990 -1.15750 0.113 -0.052 -0.024
H 3.75150 -0.41220 -1.68840 0.029 0.122 -0.074
H 2.91580 -1.95200 -1.49500 -0.057 -0.120 -0.053

No. 2
105
Properties=species:S:1:pos:R:3:forces:R:3 method="wB97M-V/def2-TZVPD" energy_ev=-140079.13104 homo_ev=-6.711 relative_energy_kj_mol=31.54 gap_ev=7.05 multiplicity=1
Mg -0.38404 -0.20968 0.13250 -0.025 -0.349 -0.255
C 1.18119 1.79267 2.38870 0.034 -0.016 0.018
C 1.93353 1.72062 1.22117 -0.021 0.002 -0.005
C 1.70419 2.62983 0.19300 0.146 0.032 0.000
C 0.75642 3.62882 0.34649 -0.058 0.053 -0.055
C 0.02238 3.71087 1.51950 -0.079 0.038 -0.007
C 0.21940 2.78344 2.53151 0.064 0.034 0.116
H 1.36310 1.09313 3.19517 -0.037 -0.045 -0.040
H 2.71588 0.97663 1.12969 -0.075 -0.070 -0.034
H 2.28724 2.57897 -0.71773 -0.029 -0.009 0.011
H 0.57104 4.32801 -0.45736 0.004 0.011 -0.005
H -0.71800 4.49343 1.63529 -0.008 0.000 0.006
H -0.35951 2.84087 3.44515 -0.009 -0.002 -0.004
O -1.86284 0.02935 1.68548 0.083 -0.224 0.005
C -2.30868 1.01504 1.08306 -0.533 0.381 0.381
C -3.51077 1.84517 1.49559 0.073 -0.075 0.021
C -3.58885 2.88191 0.38232 0.134 0.018 -0.015
C -2.34162 2.60144 -0.47031 -0.305 0.364 -0.222
O -1.98975 3.30042 -1.39954 -0.008 -0.055 0.168
N -1.72045 1.46660 -0.02842 0.523 -0.291 -0.298
H -3.32140 2.27560 2.47971 0.019 -0.024 0.002
H -4.38921 1.20649 1.58658 0.012 -0.014 -0.001
H -3.56442 3.91443 0.72732 0.006 -0.001 0.000
H -4.47117 2.77046 -0.24868 0.020 0.003 -0.023
C 2.73797 -2.04806 1.82128 -0.216 0.005 -0.057
Si 1.02443 -2.22487 0.97515 0.235 -0.151 0.054
C 1.29684 -3.63203 -0.29968 0.068 0.129 0.111
C -0.10911 -3.01435 2.30276 0.126 0.046 -0.161
C -0.83573 -4.18554 2.08275 0.037 -0.029 -0.131
C -1.70338 -4.69793 3.03724 -0.085 -0.076 0.014
C -1.86669 -4.04782 4.24984 -0.039 -0.020 0.035
C -1.15826 -2.87979 4.49287 -0.018 0.023 0.090
C -0.30201 -2.37556 3.52888 0.063 0.115 0.020
H 3.12225 -3.00924 2.17055 -0.030 -0.043 0.001
H 2.69306 -1.37804 2.68306 -0.009 0.024 0.022
H 3.47024 -1.63123 1.12483 0.011 0.021 -0.043
H 1.54220 -4.57374 0.19907 -0.012 -0.030 0.038
H 2.13806 -3.39642 -0.95949 -0.045 0.023 -0.019
H 0.41746 -3.79992 -0.92580 -0.044 0.003 -0.043
H -0.72222 -4.71928 1.14463 0.017 0.002 -0.005
H -2.25024 -5.61229 2.83638 0.006 -0.002 -0.001
H -2.53959 -4.44557 4.99918 -0.003 -0.004 0.003
H -1.28113 -2.35910 5.43508 0.004 0.004 0.000
H 0.22408 -1.44705 3.73150 -0.002 0.008 0.014
C -4.54637 -3.54348 -2.01511 -0.059 -0.037 -0.014
C -4.42881 -2.36078 -1.05140 -0.263 -0.120 -0.050
C -3.05690 -1.90673 -0.96406 0.417 0.084 0.023
N -1.96253 -1.57214 -0.91037 -0.033 0.185 0.198
H -5.58464 -3.86623 -2.07539 0.016 -0.005 -0.008
H -3.93973 -4.37949 -1.67074 -0.004 -0.014 0.003
H -4.20606 -3.26168 -3.01007 0.001 0.002 -0.027
H -4.75310 -2.63258 -0.04482 0.003 0.014 -0.021
H -5.03837 -1.51819 -1.38392 0.006 -0.018 0.006
C 1.09145 -1.84071 -3.43965 -0.049 -0.045 0.291
C 1.42992 -1.80054 -4.91978 0.024 -0.059 0.005
As 1.86994 -3.55421 -5.75602 -0.055 0.100 0.095
C 0.18592 -4.45545 -5.30301 0.055 0.075 0.002
C -0.12356 -5.00438 -4.06056 0.119 0.016 0.053
C -1.37237 -5.55987 -3.82674 -0.025 -0.034 0.044
C -2.32894 -5.57319 -4.83191 -0.096 -0.020 0.042
C -2.03427 -5.02869 -6.07206 -0.045 -0.019 -0.029
C -0.78142 -4.48159 -6.30444 0.063 0.058 -0.071
C 3.04160 -4.29431 -4.37762 -0.060 0.008 -0.029
C 3.88620 -3.47505 -3.63673 0.018 0.131 -0.048
C 4.76431 -4.01383 -2.70930 0.077 0.006 0.039
C 4.81956 -5.38549 -2.51880 0.032 -0.021 0.029
C 4.00109 -6.21563 -3.27033 0.005 -0.020 0.031
C 3.12348 -5.67275 -4.19571 -0.094 0.003 -0.063
P 0.39308 -0.29608 -2.70362 0.111 0.091 -0.103
C -1.13971 -0.05375 -3.65517 -0.093 -0.125 -0.014
C -1.77834 -1.12134 -4.28789 0.079 0.005 -0.003
C -3.03384 -0.95608 -4.85136 -0.055 -0.058 -0.056
C -3.67527 0.27156 -4.78118 -0.072 0.019 -0.018
C -3.05499 1.33397 -4.13972 -0.037 0.043 0.004
C -1.80020 1.17111 -3.57575 0.114 -0.010 0.011
C 1.60113 0.89899 -3.37761 -0.070 0.029 0.003
C 1.41275 1.69302 -4.50384 -0.028 -0.018 0.041
C 2.42996 2.52505 -4.95005 -0.009 0.028 -0.056
C 3.64788 2.56026 -4.28926 0.031 0.040 -0.026
C 3.84804 1.76412 -3.17105 0.083 -0.011 0.019
C 2.82783 0.94608 -2.71599 -0.026 -0.041 0.032
H 1.98947 -2.06300 -2.86077 -0.140 0.042 0.090
H 0.39052 -2.64012 -3.19292 -0.009 -0.037 -0.016
H 2.27606 -1.13328 -5.09466 0.020 -0.021 -0.052
H 0.60232 -1.40482 -5.51349 0.031 -0.046 -0.032
H 0.61489 -5.00902 -3.26738 0.015 0.015 0.004
H -1.59187 -5.99014 -2.85658 -0.006 0.007 -0.016
H -3.29905 -6.01978 -4.65273 -0.011 0.010 0.009
H -2.77224 -5.04511 -6.86418 -0.003 0.001 0.001
H -0.54825 -4.07447 -7.28254 -0.013 0.007 0.001
H 3.85886 -2.39808 -3.77183 0.060 -0.055 -0.027
H 5.40444 -3.35848 -2.13233 0.004 -0.001 0.007
H 5.49983 -5.80634 -1.79012 0.000 -0.001 0.005
H 4.04280 -7.28854 -3.13300 0.000 -0.004 -0.005
H 2.48616 -6.33172 -4.77515 -0.002 -0.006 0.005
H -1.30828 -2.09574 -4.34361 -0.005 -0.018 -0.008
H -3.50596 -1.79211 -5.35433 -0.002 -0.001 0.008
H -4.65537 0.39803 -5.22334 -0.009 0.008 -0.007
H -3.54746 2.29468 -4.06029 -0.009 0.007 -0.008
H -1.35533 1.99956 -3.04017 0.030 0.022 -0.010
H 0.47141 1.66254 -5.03625 -0.039 0.004 -0.003
H 2.27112 3.14441 -5.82353 -0.005 -0.001 -0.003
H 4.43945 3.20795 -4.64295 0.000 0.003 -0.001
H 4.79608 1.78768 -2.64866 0.000 0.001 0.004
H 2.97792 0.33677 -1.82921 0.015 -0.002 0.013